Entry 1:
DFT (ωB97M-V with the def2-TZVPD basis set) results for 2 unconnected molecules or ions with the total composition C8H12FN2S2 at a distorted geometry.

## Properties
HOMO energy (spin up / spin down) = -11.446 / -9.234 eV
orbital gap (spin up / spin down) = 7.594 / 3.922 eV
charge = +1

CARTESIAN COORDINATES (ANGSTROEM)
C 3.407278 0.767177 -1.219017
C 2.127405 0.287833 -1.268118
C 3.845364 -0.420009 0.819650
C 4.301724 0.365169 -0.182024
C 1.635673 -0.479580 -0.198885
C -4.919548 0.751262 0.262992
C 0.413434 -1.106027 -0.280385
C -3.456359 0.790589 -0.076323
N 2.540275 -0.734777 0.876110
N -0.282359 -1.934593 0.554873
F 5.570415 0.721581 -0.204225
S -3.007398 0.651835 -1.722306
S -2.297555 1.100428 1.171106
H 3.798439 1.212970 -2.084774
H 1.339409 0.594797 -2.007867
H 4.558109 -0.638417 1.676216
H -5.677891 0.473102 -0.494413
H -5.209699 1.812130 0.763607
H -5.095904 0.117241 1.094243
H 0.204364 -1.119317 -1.286534
H -0.070197 -1.791499 1.541209
H -0.869064 -2.447211 0.044778
H 2.185265 -1.182872 1.791604
H -1.842408 1.294049 -1.736685
H -3.198779 0.914131 2.165166

Cartesian forces (eV/Å) of the 3 atoms listed first:
0.18 -1.27 0.13
-0.77 0.86 0.21
1.41 0.54 1.90

---

Entry 2:
DFT (ωB97M-V with the def2-TZVPD basis set) results for a molecular structure, C8H12FeN2P at a distorted geometry.

## Properties
HOMO energy (spin up / spin down) = -1.013 / -2.619 eV
orbital gap (spin up / spin down) = 3.666 / 5.169 eV
charge = -1
spin multiplicity = 5

CARTESIAN COORDINATES (ANGSTROEM)
C 0.041701 -0.329414 -2.094275
C -1.005002 -1.224427 -2.512977
C -0.666586 -2.545833 -2.069022
C 0.662781 -2.516493 -1.540345
C 1.094385 -1.140492 -1.461565
Fe 1.045211 0.913019 1.247107
P -0.288266 2.562222 0.612978
H 0.039428 0.748043 -2.189979
H -1.934601 -0.949091 -2.995319
H -1.281971 -3.404140 -2.148067
H 2.015879 -0.782622 -1.023098
H 1.225183 -3.383510 -1.208760
H -1.488612 2.910550 1.286882
H -0.742402 2.682514 -0.732398
H 0.442944 3.769709 0.792883
N -0.932841 -0.782976 4.135855
C -0.655933 -1.857500 3.282128
C -0.055291 -1.338929 2.188009
N 0.099446 0.048227 2.404864
C -0.489716 0.354217 3.590606
H -1.393892 -0.836418 5.036457
H -0.910853 -2.862167 3.533828
H 0.235669 -1.854278 1.272849
H -0.653359 1.339487 4.015360

Cartesian forces (eV/Å) of the 3 atoms listed first:
0.45 -2.01 0.56
1.08 -0.10 1.38
1.51 1.67 -0.45

---

Entry 3:
DFT (ωB97M-V with the def2-TZVPD basis set) results for a molecular structure, C8H12IMnNO4 at a distorted geometry.

## Properties
HOMO energy (spin up / spin down) = -15.385 / -14.901 eV
orbital gap (spin up / spin down) = 2.712 / 2.345 eV
charge = +2
spin multiplicity = 6

CARTESIAN COORDINATES (ANGSTROEM)
C -2.675383 1.759524 -1.032659
C -1.859252 0.523966 -0.582244
N -0.469804 0.920456 -0.544819
C 0.454718 -0.069158 -0.024758
C 0.054967 -0.887297 1.242326
C 1.196450 -1.178652 2.180545
O 1.744474 -0.384212 2.811938
O 1.512482 -2.500149 2.235037
C 1.764485 0.792724 0.067992
O 2.014472 1.569417 0.863236
O 2.552713 0.572524 -0.988275
C 2.436442 -0.792128 -1.375389
C 0.951601 -1.136642 -1.021270
I -0.118715 -1.322886 -2.881215
H -3.405889 1.488173 -1.783319
H -1.996717 2.544700 -1.350623
H -3.313791 2.130103 -0.141056
H -2.259992 0.210004 0.382253
H -2.071650 -0.251624 -1.318750
H -0.361063 1.739156 0.053135
H -0.410246 -1.795654 0.904921
H -0.678020 -0.317304 1.807262
H 1.552322 -2.715874 3.177452
H 2.582729 -0.913536 -2.434107
H 3.168924 -1.319418 -0.773508
H 0.989492 -2.150279 -0.657217
Mn -3.355749 3.484064 1.183114

Cartesian forces (eV/Å) of the 3 atoms listed first:
0.91 -1.00 0.27
-0.70 1.73 0.08
-0.54 -0.71 0.63

---

Entry 4:
DFT (ωB97M-V with the def2-TZVPD basis set) results for 2 unconnected molecules or ions with the total composition C8H12N2O at a distorted geometry.

## Properties
HOMO energy = -8.997 eV
orbital gap = 9.085 eV
SMILES = CNC(C)=O.c1ccncc1

CARTESIAN COORDINATES (ANGSTROEM)
C 0.445185 -1.567779 -0.034020
N 1.184738 -0.319742 0.095463
C 2.570715 -0.222236 -0.099497
C 3.285468 1.081511 0.116231
O 3.154800 -1.096726 -0.681815
H 1.265451 -2.330546 -0.003816
H -0.288714 -1.528509 0.843169
H -0.196704 -1.593876 -0.969963
H 0.958141 0.518778 0.658839
H 2.684990 2.032089 0.434746
H 3.885029 1.290523 -0.855403
H 4.129333 0.929404 0.878556
C -2.237263 0.987179 -1.023715
C -1.467544 1.460907 0.106919
C -1.192894 0.463545 1.082263
N -1.715829 -0.846474 1.127119
C -2.730077 -1.073276 0.118586
C -2.816145 -0.238101 -0.973730
H -2.468985 1.598402 -1.792305
H -1.029721 2.359800 0.421830
H -0.724695 0.708799 2.143489
H -3.379182 -2.029374 0.326282
H -3.316095 -0.584304 -1.919223

Cartesian forces (eV/Å) of the 3 atoms listed first:
0.38 0.27 0.58
2.73 2.52 0.69
-2.17 -0.27 -1.50